Record 1
Computed, not measured: a structure of composition C6H10 at a distorted geometry, with ωB97M-V with the def2-TZVPD basis set.

Geometry (Å):
C: 1.8131 -0.0359 0.3112
C: -1.5451 0.0759 -0.2920
C: -0.8151 -1.1639 0.2256
C: -0.7406 0.9394 0.6763
C: 0.3041 -0.0720 0.1370
C: -0.0759 0.2241 -1.2652
H: 2.3870 -0.4039 -0.5595
H: -0.7801 -2.0051 -0.4797
H: -0.6108 1.9918 0.3904
H: -1.1223 -1.5070 1.2206
H: 0.3018 -0.5749 -1.9369
H: 2.1019 -0.6231 1.1726
H: -1.0226 0.8534 1.7321
H: -2.6565 0.0961 -0.1809
H: 2.1094 1.0134 0.4428
H: 0.3517 1.1916 -1.5946

As for the LUMO energy: 1.09 eV. The energy above the lowest of the compared OMol25 structures with the same formula, charge and spin comes out at 283.47 kJ/mol. The value obtained for the HOMO energy is -10.33 eV. The value obtained for the total energy is -6380.921 eV.

These are the natural (NBO) partial charges, in e, on atoms 1 to 4: atom 1 (C): -0.618, atom 2 (C): -0.180, atom 3 (C): -0.403, atom 4 (C): -0.407


Record 2
Computed, not measured: a cluster of 2 separate species, C2H6 in total at a distorted geometry, with ωB97M-V with the def2-TZVPD basis set.

Geometry (Å):
C: 0.8360 0.0769 -0.0084
C: -0.7151 0.1790 0.0302
H: 1.4259 0.9200 0.2092
H: 1.1557 -0.4803 0.9087
H: -1.2552 -1.3870 -0.2144
H: -1.1898 0.5467 0.9044
H: -1.1566 0.7603 -0.8386
H: 1.1284 -0.3375 -0.9643

As for the multiplicity: 3. As for the LUMO energy (spin up / spin down): 1.38 / -2.41 eV. The energy above the lowest of the compared OMol25 structures with the same formula, charge and spin comes out at 188.35 kJ/mol. Its expectation value of S² is 2.004. The value obtained for the HOMO energy (spin up / spin down) is -5.99 / -12.28 eV. The value obtained for the total energy is -2164.290 eV.

These are the natural (NBO) partial charges, in e, on atoms 1 to 4: atom 1 (C): -0.701, atom 2 (C): -0.298, atom 3 (H): 0.243, atom 4 (H): 0.221


Record 3
Computed, not measured: a structure of composition C10H28ClI2OP2Rh at a distorted geometry, with ωB97M-V with the def2-TZVPD basis set.

Geometry (Å):
I: -1.6224 2.2365 -1.9258
I: -2.0547 -2.6619 -2.8466
Rh: -1.1004 -0.2091 -1.3493
Cl: -0.2433 0.2996 1.3033
P: -2.7989 0.0368 -0.0169
P: 1.9584 0.1084 0.0555
O: 0.8382 -0.3756 -2.4324
C: 1.1047 0.6094 -3.4590
C: -4.1601 -0.3485 -1.1717
C: 2.5211 -1.2113 1.2237
C: 3.4249 -0.1346 -1.1047
C: -3.0085 -1.2943 1.2059
C: 2.6177 1.5858 0.9462
C: 0.7388 -1.7249 -2.8272
C: -3.3013 1.4882 0.9943
C: 1.5358 1.9164 -2.7860
C: 0.7362 -2.6058 -1.5834
H: 3.3128 -1.0786 -1.6622
H: 1.9921 1.7615 1.8301
H: -4.1560 0.3474 -2.0150
H: -0.3037 -1.6846 -3.2760
H: 1.3266 1.9778 -1.7006
H: -2.3669 -1.1308 2.0725
H: -4.3317 1.3534 1.3520
H: 1.7045 -3.0612 -1.4053
H: -2.7640 -2.2552 0.7587
H: 3.4970 0.7071 -1.8106
H: 0.1421 0.6700 -3.9994
H: 3.6566 1.3664 1.2343
H: 0.3715 -2.1218 -0.6573
H: -3.9686 -1.3508 -1.5845
H: 1.4399 -2.0091 -3.6384
H: 3.5877 -1.0288 1.4200
H: 2.5873 2.1746 -2.9879
H: 0.1233 -3.5157 -1.7797
H: -3.2724 2.4310 0.4331
H: 4.3252 -0.1797 -0.4764
H: 0.9446 2.6849 -3.2778
H: -5.0894 -0.3424 -0.6266
H: 2.5820 2.4579 0.2754
H: -2.6697 1.5884 1.8772
H: -4.0509 -1.3151 1.5332
H: 2.3787 -2.1927 0.7453
H: 1.9290 -1.1398 2.1442
H: 1.9138 0.2641 -4.1618

As for the multiplicity: 5. As for the LUMO energy (spin up / spin down): -8.12 / -10.12 eV. The energy above the lowest of the compared OMol25 structures with the same formula, charge and spin comes out at 76.64 kJ/mol. Its expectation value of S² is 6.026. The value obtained for the HOMO energy (spin up / spin down) is -15.19 / -16.20 eV. The value obtained for the total energy is -63162.715 eV. Its net charge is +2.

These are the natural (NBO) partial charges, in e, on atoms 1 to 4: atom 1 (I): 0.196, atom 2 (I): 0.173, atom 3 (Rh): 0.469, atom 4 (Cl): -0.396


Record 4
Computed, not measured: a cluster of 2 separate species, C3H11NO2 in total, with ωB97M-V with the def2-TZVPD basis set.

Geometry (Å):
O: 0.5195 -1.4750 0.4204
O: -1.2884 0.1137 -1.6075
N: -1.7991 0.7653 0.6484
C: 1.8574 0.4403 -0.1698
C: -2.2754 0.5677 -0.6977
C: 1.7897 -0.8375 0.6528
H: 2.8871 0.6871 -0.4246
H: 0.3503 -2.0711 1.1540
H: -1.3944 1.6751 0.7971
H: -2.6350 1.4983 -1.1358
H: -0.9003 -0.6949 -1.2484
H: 2.5923 -1.5179 0.3591
H: 1.8849 -0.6170 1.7154
H: -1.1831 0.0127 0.9173
H: 1.4300 1.2919 0.3721
H: 1.2792 0.2961 -1.0865
H: -3.1148 -0.1350 -0.6663

As for the LUMO energy: 0.68 eV. The energy above the lowest of the compared OMol25 structures with the same formula, charge and spin comes out at 50.16 kJ/mol. Its structure (SMILES) is CCO.NCO. The value obtained for the HOMO energy is -9.25 eV. The value obtained for the total energy is -8873.970 eV.

These are the natural (NBO) partial charges, in e, on atoms 1 to 4: atom 1 (O): -0.754, atom 2 (O): -0.740, atom 3 (N): -0.868, atom 4 (C): -0.637


Record 5
Computed, not measured: a structure of composition C41H38BrMnN2O10S2, with ωB97M-V with the def2-TZVPD basis set.

Geometry (Å):
Br: 3.7612 -5.2964 4.5685
Mn: 0.3552 0.0407 0.1673
S: -2.0098 1.4224 -1.5347
S: 0.6915 3.6142 -1.0261
O: 6.9972 1.7247 3.9396
O: 0.5832 -2.0296 -0.6493
O: 1.2879 1.4305 1.4187
O: -0.3049 3.9279 -2.1157
O: -2.0862 -2.2157 2.8069
O: 6.7916 0.5214 5.7069
O: 0.7913 0.4066 -1.8306
O: -0.6875 -0.9198 1.6594
O: 3.0601 2.7792 1.1991
O: -1.2882 1.4045 -0.2033
N: 3.1188 -0.4982 0.0091
N: 6.3392 1.0488 4.7080
C: 4.1162 0.0550 -0.1114
C: -4.9013 -1.2762 -2.3643
C: 0.0255 -3.5993 3.9878
C: 2.4232 1.8725 1.7530
C: -0.0048 4.3339 0.4945
C: -3.2416 3.6984 -2.3980
C: -4.0065 -0.2245 -2.4677
C: 1.2507 -2.4517 -1.5936
C: 3.0528 1.1832 2.9543
C: -3.1523 2.7839 -1.3657
C: -3.8869 2.9256 -0.1961
C: 4.9336 0.7745 4.3572
C: -4.9758 -2.0118 -1.1847
C: 2.3703 -2.2260 -3.7925
C: 1.0708 -4.3602 4.4904
C: 2.7665 -1.5123 -4.8930
C: 1.8178 5.8538 0.0906
C: 2.3135 -4.2662 3.8847
C: 4.3658 1.4625 3.3019
C: 4.2369 -0.1735 5.0901
C: -4.1219 4.7667 -2.2749
C: 2.9221 -0.4344 4.7416
C: 5.0847 1.9891 -1.2884
C: -3.2077 0.0910 -1.3762
C: 2.4626 -0.1374 -4.9491
C: 1.9466 4.9525 -1.1323
C: -4.7502 4.0005 -0.0763
C: 5.3327 0.8417 -0.3069
C: 1.4734 -2.6700 2.3230
C: -4.8730 4.9146 -1.1188
C: -3.2703 -0.6298 -0.1954
C: 1.6754 -1.6338 -2.7170
C: 1.6261 -3.9188 -1.5503
C: -4.1625 -1.6929 -0.1079
C: 1.3812 -0.2348 -2.7591
C: 2.5285 -3.4360 2.8002
C: 2.3346 0.2399 3.6784
C: 0.3465 5.8124 0.4870
C: 0.2166 -2.7409 2.9099
C: 1.7979 0.4789 -3.9279
C: -0.9595 -1.9034 2.4203
H: 1.6735 5.4630 -2.0580
H: -0.9632 -3.6514 4.4245
H: 2.9314 4.5015 -1.2394
H: 1.3131 0.0376 3.3811
H: 6.1182 0.1701 -0.6576
H: -5.5509 5.7535 -1.0206
H: 2.7622 0.4413 -5.8163
H: 0.1683 6.2735 1.4607
H: -5.3309 4.1273 0.8286
H: 3.5063 -3.3701 2.3417
H: 1.6476 -2.0157 1.4817
H: 5.6379 1.2258 0.6680
H: 2.7065 -4.0467 -1.6275
H: -5.6641 -2.8452 -1.1144
H: 1.2751 -4.3254 -0.6051
H: 1.1640 -4.4663 -2.3735
H: 6.0010 2.5650 -1.4181
H: -0.2649 6.3373 -0.2524
H: 4.7266 -0.6913 5.9012
H: -4.1933 -2.2662 0.8104
H: 1.5510 1.5340 -3.9574
H: 4.7667 1.6079 -2.2589
H: 2.1705 6.8657 -0.1217
H: 0.9254 -5.0170 5.3375
H: 4.9174 2.2124 2.7543
H: -2.6206 -0.4007 0.6422
H: -3.9297 0.3484 -3.3858
H: -5.5333 -1.5313 -3.2059
H: 2.4216 5.4413 0.9010
H: -3.7627 2.2031 0.6024
H: -2.6013 3.5927 -3.2644
H: 2.5942 -3.2846 -3.7517
H: 0.4598 3.8015 1.3228
H: 4.3077 2.6368 -0.8867
H: -1.0683 4.1006 0.4618
H: 3.2940 -1.9954 -5.7049
H: 2.3577 -1.1821 5.2847
H: -4.2006 5.4950 -3.0718

As for the multiplicity: 6. As for the LUMO energy (spin up / spin down): 1.81 / 1.81 eV. The energy above the lowest of the compared OMol25 structures with the same formula, charge and spin comes out at 0.00 kJ/mol. Its expectation value of S² is 8.753. The value obtained for the HOMO energy (spin up / spin down) is -5.26 / -5.39 eV. The value obtained for the total energy is -189625.685 eV. Its net charge is -1.

These are the Löwdin partial charges, in e, on atoms 1 to 4: atom 1 (Br): 0.687, atom 2 (Mn): 0.880, atom 3 (S): 1.064, atom 4 (S): 0.935


Record 6
Computed, not measured: a cluster of 2 separate species, C4H7NO2 in total, with ωB97M-V with the def2-TZVPD basis set.

Geometry (Å):
O: -1.6648 -1.0929 -0.6055
O: 1.7793 0.3654 1.2518
N: 0.2543 1.5567 -0.7255
C: -1.1017 1.3336 -0.1734
C: 0.5548 0.1230 -0.7820
C: -0.9476 -0.1405 -0.5168
C: 1.4313 -0.3653 0.3543
H: 0.8721 2.0228 -0.0656
H: 0.9297 -0.2584 -1.7408
H: -0.1857 -2.7359 1.5132
H: -1.1873 1.4778 0.9133
H: -1.9102 1.8706 -0.6789
H: -0.5396 -2.6876 0.8602
H: 1.7344 -1.4282 0.3199

As for the LUMO energy: 0.40 eV. The energy above the lowest of the compared OMol25 structures with the same formula, charge and spin comes out at 303.21 kJ/mol. Its structure (SMILES) is O=C[C@@H]1NCC1=O.[H][H]. The value obtained for the HOMO energy is -9.94 eV. The value obtained for the total energy is -9844.137 eV.

These are the natural (NBO) partial charges, in e, on atoms 1 to 4: atom 1 (O): -0.490, atom 2 (O): -0.521, atom 3 (N): -0.593, atom 4 (C): -0.341


Record 7
Computed, not measured: a cluster of 4 separate species, C18H33BrN6 in total at a distorted geometry, with ωB97M-V with the def2-TZVPD basis set.

Geometry (Å):
Br: -7.6596 18.0298 8.7603
N: -0.2557 18.6744 12.1770
N: -8.7891 18.2131 15.1991
N: -6.9220 17.1024 15.7901
N: 1.2996 18.7224 13.6979
N: -6.3416 20.7536 0.2559
N: -5.8881 19.1991 1.8561
C: 1.2074 17.4209 13.2308
C: -7.6272 17.6663 14.7540
C: -6.1831 21.6323 -0.9646
C: -6.9495 20.0345 2.2898
C: 0.2669 17.3835 12.1799
C: -5.1350 18.2008 2.6169
C: -7.1519 21.0727 1.3602
C: -9.7527 20.2765 14.2360
C: -7.6801 17.4492 16.9025
C: -5.6640 19.5453 0.5757
C: -5.6957 16.3089 15.7723
C: -1.2435 19.1736 11.2716
C: 0.4258 19.4366 13.0402
C: -4.0458 18.8310 3.5979
C: -9.8901 18.7334 14.4160
C: 1.3679 19.5694 15.9270
C: 2.2347 19.1426 14.7319
C: -8.8369 18.1484 16.5727
H: -1.8057 18.3670 10.8012
H: -0.8690 19.8423 10.4965
H: 1.0242 18.8023 16.6209
H: -5.1157 21.6835 -1.1791
H: -9.1220 20.5309 13.3841
H: -7.3600 17.2447 17.9135
H: -4.6144 19.2463 4.4300
H: -6.7591 21.4124 -1.8635
H: -10.8105 18.4597 14.9318
H: -7.4696 19.8505 3.2183
H: -6.5295 22.6475 -0.7706
H: 0.5425 20.2308 15.6637
H: -5.6970 15.3766 16.3372
H: -7.3640 17.5845 13.7098
H: -3.4777 19.5957 3.0682
H: -5.5248 16.1157 14.7133
H: -4.8204 17.4634 1.8784
H: 2.0304 20.0957 16.6141
H: -3.3066 18.1882 4.0758
H: -4.9223 19.1889 -0.1237
H: -4.8568 16.8723 16.1806
H: -9.9110 18.2749 13.4274
H: 0.1046 20.4532 13.2130
H: 1.9126 16.6333 13.4519
H: -5.8199 17.5651 3.1781
H: -0.0871 16.7157 11.4085
H: -9.6295 18.4833 17.2254
H: 2.8296 18.2504 14.9269
H: -7.7726 21.9493 1.2471
H: -9.1084 20.7140 14.9986
H: -2.1390 19.5908 11.7322
H: 2.9375 19.8969 14.3779
H: -10.6540 20.8553 14.4377

As for the LUMO energy: -4.16 eV. The energy above the lowest of the compared OMol25 structures with the same formula, charge and spin comes out at 389.42 kJ/mol. The value obtained for the HOMO energy is -8.96 eV. The value obtained for the total energy is -98167.950 eV. Its net charge is +2.

These are the natural (NBO) partial charges, in e, on atoms 1 to 4: atom 1 (Br): -0.998, atom 2 (N): -0.286, atom 3 (N): -0.271, atom 4 (N): -0.293


Record 8
Computed, not measured: the molecule C3H4N2OS at a distorted geometry, with ωB97M-V with the def2-TZVPD basis set.

Geometry (Å):
S: 0.9399 0.6934 -1.1648
O: -0.6058 -2.1835 -0.1675
N: -0.7483 0.9512 0.8695
N: -0.7089 2.0654 0.2332
C: 0.3006 -0.1403 0.1605
C: 0.4310 -1.5050 0.5965
C: 0.0552 2.1660 -0.7581
H: 0.3184 -1.5822 1.6470
H: 1.3117 -1.9256 0.1634
H: 0.1718 3.0449 -1.4877
H: -1.4656 -1.5844 -0.0921

As for the LUMO energy (spin up / spin down): -0.24 / -0.24 eV. The energy above the lowest of the compared OMol25 structures with the same formula, charge and spin comes out at 349.61 kJ/mol. Its structure (SMILES) is OCc1nncs1. The value obtained for the HOMO energy (spin up / spin down) is -9.25 / -9.25 eV. The value obtained for the total energy is -19035.425 eV.

These are the natural (NBO) partial charges, in e, on atoms 1 to 4: atom 1 (S): 0.478, atom 2 (O): -0.699, atom 3 (N): -0.223, atom 4 (N): -0.219


Record 9
Computed, not measured: a cluster of 2 separate species, C5H13NO in total at a distorted geometry, with ωB97M-V with the def2-TZVPD basis set.

Geometry (Å):
O: 1.5704 -0.7033 3.5332
N: -0.6216 0.9133 1.1965
C: -0.7843 1.4735 -1.2866
C: -0.4797 0.0349 -1.7283
C: -0.2317 1.8512 0.0963
C: 0.4319 -0.7652 -1.1657
C: 0.2696 -2.2732 -1.0881
H: -0.8030 -2.4365 -1.0707
H: 1.3948 -0.3058 -0.9313
H: -1.2404 -0.4863 -2.3081
H: 0.0457 0.1540 1.1538
H: -0.2258 2.1213 -1.9641
H: 0.7413 -2.7788 -1.9331
H: 1.6351 -0.2059 4.3502
H: -0.5612 2.8409 0.4054
H: -1.8696 1.4207 -1.2107
H: 0.7199 -2.6096 -0.1579
H: 0.8436 1.7726 0.0244
H: -1.5150 0.5407 0.8923
H: 0.6800 -0.5585 3.1927

As for the LUMO energy: 0.99 eV. The energy above the lowest of the compared OMol25 structures with the same formula, charge and spin comes out at 215.70 kJ/mol. Its structure (SMILES) is C/C=C/CCN.O. The value obtained for the HOMO energy is -8.92 eV. The value obtained for the total energy is -8931.775 eV.

These are the natural (NBO) partial charges, in e, on atoms 1 to 4: atom 1 (O): -0.946, atom 2 (N): -0.829, atom 3 (C): -0.464, atom 4 (C): -0.188


What did the sixth record say?
Computed, not measured: a cluster of 2 separate species, C4H7NO2 in total, with ωB97M-V with the def2-TZVPD basis set.

Geometry (Å):
O: -1.6648 -1.0929 -0.6055
O: 1.7793 0.3654 1.2518
N: 0.2543 1.5567 -0.7255
C: -1.1017 1.3336 -0.1734
C: 0.5548 0.1230 -0.7820
C: -0.9476 -0.1405 -0.5168
C: 1.4313 -0.3653 0.3543
H: 0.8721 2.0228 -0.0656
H: 0.9297 -0.2584 -1.7408
H: -0.1857 -2.7359 1.5132
H: -1.1873 1.4778 0.9133
H: -1.9102 1.8706 -0.6789
H: -0.5396 -2.6876 0.8602
H: 1.7344 -1.4282 0.3199

As for the LUMO energy: 0.40 eV. The energy above the lowest of the compared OMol25 structures with the same formula, charge and spin comes out at 303.21 kJ/mol. Its structure (SMILES) is O=C[C@@H]1NCC1=O.[H][H]. The value obtained for the HOMO energy is -9.94 eV. The value obtained for the total energy is -9844.137 eV.

These are the natural (NBO) partial charges, in e, on atoms 1 to 4: atom 1 (O): -0.490, atom 2 (O): -0.521, atom 3 (N): -0.593, atom 4 (C): -0.341


Please write out number 6 again, unchanged.
Computed, not measured: a cluster of 2 separate species, C4H7NO2 in total, with ωB97M-V with the def2-TZVPD basis set.

Geometry (Å):
O: -1.6648 -1.0929 -0.6055
O: 1.7793 0.3654 1.2518
N: 0.2543 1.5567 -0.7255
C: -1.1017 1.3336 -0.1734
C: 0.5548 0.1230 -0.7820
C: -0.9476 -0.1405 -0.5168
C: 1.4313 -0.3653 0.3543
H: 0.8721 2.0228 -0.0656
H: 0.9297 -0.2584 -1.7408
H: -0.1857 -2.7359 1.5132
H: -1.1873 1.4778 0.9133
H: -1.9102 1.8706 -0.6789
H: -0.5396 -2.6876 0.8602
H: 1.7344 -1.4282 0.3199

As for the LUMO energy: 0.40 eV. The energy above the lowest of the compared OMol25 structures with the same formula, charge and spin comes out at 303.21 kJ/mol. Its structure (SMILES) is O=C[C@@H]1NCC1=O.[H][H]. The value obtained for the HOMO energy is -9.94 eV. The value obtained for the total energy is -9844.137 eV.

These are the natural (NBO) partial charges, in e, on atoms 1 to 4: atom 1 (O): -0.490, atom 2 (O): -0.521, atom 3 (N): -0.593, atom 4 (C): -0.341


- Which formula does entry 5 have?
  C41H38BrMnN2O10S2